Entry 1:
Here is a single C19H24ClN3O3S molecule in a non-equilibrium geometry from the Open Molecules 2025 dataset. Energies are from ωB97M-V with the def2-TZVPD basis set.

Computed properties:
SMILES ... CCCCNC(=O)c1c(CSc2ccc(Cl)cc2)noc1C(=O)NCCC
Relative energy (zero: lowest compared OMol25 entry of this formula, charge and spin) ... 1.881 eV
Charge ... 0
Orbital gap ... 8.48 eV
E_tot ... -1986.79458 Eh

XYZ file:
```
51
Properties=species:S:1:pos:R:3:forces:R:3:nbo_charge:R:1
C -2.760268 -1.067905 2.597340 -0.2 -0.1 0.1 -0.62
C -3.663253 -2.295333 2.576252 0.2 -0.1 -0.1 -0.39
C -3.359302 -3.252651 1.423454 -0.2 0.2 0.0 -0.40
H -2.332265 -3.615794 1.507907 0.0 -0.1 0.0 0.20
H -4.024480 -4.114492 1.506199 0.1 -0.1 0.0 0.21
C -3.544757 -2.635050 0.036401 -0.2 -0.2 0.0 -0.23
N -2.389704 -1.870475 -0.372808 0.0 -0.2 0.1 -0.61
C -2.487265 -0.634343 -0.872390 0.3 -0.4 0.1 0.66
O -3.538676 -0.030367 -1.012076 -0.2 0.2 0.0 -0.64
C -1.198101 -0.009424 -1.290185 0.8 -0.1 -0.4 -0.19
C 0.080934 -0.489827 -1.483800 -1.1 0.6 0.1 0.23
O 0.842315 0.490874 -2.020852 0.1 -0.9 0.3 -0.28
N 0.106589 1.611510 -2.157508 -0.7 0.9 -0.4 -0.11
C -1.100049 1.352518 -1.727337 0.4 -0.7 -0.3 0.18
C -2.083088 2.432407 -1.552607 -0.1 0.4 0.3 -0.55
H -3.095783 2.094870 -1.763164 0.1 0.0 -0.1 0.29
H -1.810631 3.311309 -2.132840 0.0 -0.1 -0.1 0.23
S -2.120294 2.874382 0.247584 0.1 0.0 0.0 0.24
C -0.423754 2.543714 0.676121 -0.4 0.3 0.0 -0.19
C 0.615477 3.207918 0.038274 0.1 0.0 0.4 -0.18
C 1.924585 2.838485 0.286667 0.1 0.0 0.1 -0.23
C 2.184031 1.810188 1.178900 -0.3 0.1 0.0 -0.06
C 1.155197 1.174999 1.857292 0.2 0.0 0.0 -0.19
C -0.151713 1.545547 1.601573 0.0 0.1 -0.1 -0.22
H -0.967856 1.049017 2.101720 -0.1 -0.1 0.0 0.24
H 1.372785 0.386069 2.560081 0.1 -0.1 0.1 0.22
Cl 3.816315 1.302441 1.443079 0.2 0.0 0.1 0.00
H 2.736117 3.334333 -0.221611 0.1 0.0 0.0 0.23
H 0.402856 3.994925 -0.667234 0.0 0.1 -0.1 0.23
C 0.788510 -1.745052 -1.134172 0.4 0.1 -0.2 0.63
O 0.237092 -2.688556 -0.584877 -0.1 -0.1 0.1 -0.64
N 2.089355 -1.729076 -1.455844 0.2 0.2 -0.2 -0.57
H 2.478522 -0.890527 -1.861213 -0.1 0.0 0.0 0.42
C 3.009351 -2.776638 -1.078348 0.2 -0.1 0.3 -0.23
C 4.011500 -2.287755 -0.031808 -0.1 -0.3 -0.1 -0.40
C 4.985530 -3.392283 0.354907 -0.1 0.2 0.0 -0.61
H 4.451786 -4.243101 0.771291 0.0 -0.1 0.1 0.21
H 5.690226 -3.030216 1.098659 0.1 0.0 0.1 0.22
H 5.545921 -3.729821 -0.514006 0.1 -0.1 -0.1 0.20
H 3.467094 -1.949049 0.851475 0.0 0.1 0.0 0.21
H 4.563120 -1.433492 -0.431104 0.0 0.1 0.0 0.20
H 2.411679 -3.598627 -0.678825 0.1 0.0 -0.1 0.23
H 3.539616 -3.123249 -1.971013 -0.1 -0.1 0.1 0.20
H -1.482308 -2.330759 -0.324602 0.0 0.2 -0.1 0.44
H -3.710619 -3.434851 -0.695934 -0.1 0.1 0.0 0.19
H -4.406752 -1.963749 0.017619 0.0 -0.1 0.0 0.23
H -4.704453 -1.973035 2.509902 -0.1 0.0 0.0 0.20
H -3.546098 -2.843288 3.514687 -0.1 0.0 0.0 0.20
H -1.714467 -1.366359 2.545318 0.2 0.0 0.0 0.20
H -2.983477 -0.414236 1.758864 0.1 0.2 -0.1 0.21
H -2.915431 -0.504274 3.515371 0.0 0.1 0.1 0.21
```
Positions in Å, forces in eV/Å.

=====

Entry 2:
Here is a molecular structure, C22H18IN6S2Tl from the Open Molecules 2025 dataset. Energies are from ωB97M-V with the def2-TZVPD basis set.

Computed properties:
Relative energy (zero: lowest compared OMol25 entry of this formula, charge and spin) ... 3.395 eV
Charge ... 0
Orbital gap ... 6.46 eV
E_tot ... -2444.12351 Eh

XYZ file:
```
50
Properties=species:S:1:pos:R:3:forces:R:3:nbo_charge:R:1
Tl 0.018720 0.248122 1.331618 0.0 0.1 -0.1 0.64
C 4.485991 -1.244935 0.228998 0.0 0.0 0.0 -0.26
C 5.279668 -0.311987 0.884409 0.0 0.0 0.0 -0.16
C 4.723936 0.887511 1.273429 0.0 0.1 0.0 -0.23
C 3.371604 1.138941 1.019370 -0.1 0.1 0.0 0.21
N 2.602269 0.209669 0.465748 0.0 0.0 0.1 -0.48
C 3.152791 -0.935351 0.053455 0.0 0.0 0.0 0.03
C 1.565239 3.046752 0.562719 0.1 -0.1 0.0 0.00
C 1.145343 4.416358 0.947077 0.1 -0.1 0.0 -0.16
C 0.024704 4.967202 0.477098 -0.2 0.0 -0.1 -0.24
C -0.899585 4.211543 -0.365861 0.1 0.2 0.1 -0.26
C -0.692616 2.917725 -0.638633 0.0 -0.1 0.1 -0.15
C 0.508181 2.140017 -0.208570 0.1 -0.1 0.0 -0.34
H 4.887424 -2.182789 -0.132873 0.0 0.0 0.0 0.22
H 6.327490 -0.512269 1.072289 0.0 0.0 0.0 0.22
H 5.329125 1.642584 1.752131 0.0 0.0 0.0 0.24
H 2.479696 -1.630062 -0.438284 0.0 0.0 0.0 0.20
H 1.774471 4.957054 1.646289 0.0 0.0 0.0 0.22
H -0.240160 5.977235 0.764414 0.0 0.0 0.0 0.21
H -1.795678 4.710830 -0.720884 0.0 0.0 0.0 0.20
H -1.446856 2.363276 -1.191264 0.0 0.0 0.0 0.19
N -3.620356 1.810326 0.458188 0.0 -0.1 0.1 -0.80
C -3.591504 0.528601 -0.009512 0.0 0.1 0.0 0.26
N -2.556849 -0.256974 0.056381 -0.1 -0.2 -0.1 -0.53
C -2.877592 -1.522415 -0.413146 0.3 0.0 0.1 0.19
C -4.144895 -1.670385 -0.860671 -0.1 -0.1 -0.1 -0.47
S -5.015555 -0.199607 -0.681662 -0.1 0.1 0.0 0.37
C -1.894423 -2.622792 -0.352145 0.1 0.2 0.0 0.10
C -2.164287 -3.897439 -0.716250 -0.1 -0.1 -0.1 -0.45
S -0.816671 -4.912807 -0.385515 0.0 -0.1 0.0 0.38
C 0.029067 -3.533351 0.231450 0.1 0.0 0.1 0.25
N -0.623780 -2.415583 0.167604 -0.3 0.1 -0.1 -0.50
N 1.304743 -3.643241 0.721276 0.0 0.0 -0.1 -0.81
H -2.728749 2.267199 0.585538 0.1 0.0 0.0 0.42
H -4.359507 2.410877 0.137585 0.0 0.0 0.0 0.39
H -4.622894 -2.548023 -1.263764 0.0 0.0 0.0 0.24
H -3.072838 -4.304742 -1.128495 0.1 0.0 0.0 0.24
H 1.612591 -4.553907 1.013552 0.0 0.0 0.0 0.40
H 1.611341 -2.881335 1.305939 -0.1 0.0 0.0 0.41
I 2.205855 2.390965 3.480948 0.1 0.0 0.0 0.12
C 2.788862 2.520083 1.375928 0.0 0.0 0.1 -0.10
C 3.876364 3.560257 1.209983 -0.1 -0.1 -0.1 -0.32
C 4.393591 3.783181 -0.012801 0.0 0.0 -0.1 -0.17
C 4.007160 3.182274 -1.275795 0.0 0.1 0.1 -0.42
C 2.782982 2.650826 -1.574937 0.0 -0.1 0.0 0.09
N 1.699750 2.737321 -0.794474 0.0 0.2 0.0 -0.42
H 4.261968 4.082993 2.074705 0.0 0.0 0.0 0.22
H 5.236691 4.468785 -0.056232 0.0 0.0 0.0 0.21
H 4.728570 3.212918 -2.081453 0.0 0.0 0.0 0.22
H 2.613987 2.197439 -2.546924 0.0 0.0 0.0 0.20
```
Positions in Å, forces in eV/Å.

=====

Entry 3:
Here is 3 unconnected molecules or ions with the total composition C22H30F2O5 in a non-equilibrium geometry from the Open Molecules 2025 dataset. Energies are from ωB97M-V with the def2-TZVPD basis set.

Computed properties:
SMILES ... CCOCCOC(=O)OCCCCOC.Fc1ccccc1.Fc1ccccc1
Charge ... 0
Orbital gap ... 9.85 eV
E_tot ... -1432.10480 Eh

XYZ file:
```
59
Properties=species:S:1:pos:R:3:forces:R:3:nbo_charge:R:1
C 3.293865 -2.530081 2.349337 -0.7 0.5 -1.1 -0.66
C 1.975777 -2.428506 1.404361 0.8 -0.9 1.1 -0.08
O 1.210182 -1.289132 1.856002 1.0 0.1 -0.9 -0.55
C 1.800218 -0.047541 1.395142 -1.3 1.1 -0.8 -0.10
C 0.885003 0.512733 0.183954 2.5 -0.4 0.2 -0.09
O -0.316749 1.128096 0.697062 -1.4 -2.3 0.2 -0.53
C -1.475847 0.411706 0.300135 0.6 -0.2 -2.2 1.01
O -1.679102 0.278905 -0.911100 -0.2 0.2 3.4 -0.60
O -2.246591 -0.112147 1.340098 0.9 2.1 -1.8 -0.51
C -3.661857 0.110487 1.145100 -2.7 -0.2 0.2 -0.09
C -4.565560 -1.187890 1.499533 0.4 -0.1 0.2 -0.42
C -3.708086 -2.494389 1.822593 -0.4 -0.3 0.0 -0.43
C -3.243890 -3.305770 0.530715 -0.1 -0.4 0.9 -0.06
O -2.558829 -2.502036 -0.451933 0.7 -1.3 0.5 -0.56
C -1.305327 -3.116324 -0.846490 0.4 0.0 -0.3 -0.26
H 4.114234 -1.886141 1.872788 -0.9 -1.1 0.9 0.20
H 3.602137 -3.617389 2.425853 -0.1 1.4 0.1 0.22
H 2.989475 -2.075771 3.350120 0.6 -0.9 -1.3 0.23
H 1.371477 -3.389520 1.575154 0.5 1.6 -0.2 0.19
H 2.238156 -2.396571 0.295535 -0.3 0.2 1.3 0.18
H 1.757842 0.759531 2.209180 0.2 -1.4 -0.9 0.20
H 2.863436 -0.166881 1.013426 -1.2 0.0 0.5 0.18
H 1.528928 1.288318 -0.361797 -1.2 -0.9 0.6 0.19
H 0.714509 -0.370231 -0.505528 -0.2 1.2 0.7 0.20
H -3.957510 0.425883 0.098413 1.0 -0.4 1.1 0.22
H -4.042078 0.940414 1.842775 1.1 -1.0 -0.9 0.18
H -5.296748 -1.380920 0.640534 1.2 0.2 1.1 0.21
H -5.225878 -0.963101 2.408482 1.1 -0.2 -1.2 0.21
H -4.389028 -3.193324 2.432251 1.0 0.8 -1.0 0.21
H -2.824217 -2.272339 2.514626 -1.2 -0.1 -1.2 0.22
H -4.152169 -3.784121 0.041534 0.9 0.6 0.5 0.17
H -2.557069 -4.155986 0.878942 -1.0 1.1 -0.4 0.17
H -0.975809 -2.671158 -1.835967 -0.5 -0.3 1.2 0.20
H -0.473834 -2.932955 -0.080001 -1.2 -0.2 -0.8 0.17
H -1.406437 -4.240012 -1.002403 0.0 1.3 0.2 0.17
F -4.935124 4.735313 0.758001 -0.1 0.0 0.1 -0.32
C -4.523562 4.430639 -0.484091 0.2 -0.2 -0.7 0.40
C -3.676347 3.350877 -0.674065 0.0 -0.1 0.1 -0.29
C -3.254162 3.032024 -1.959991 -0.1 0.2 -0.1 -0.18
C -3.675825 3.803884 -3.039723 0.0 0.0 0.0 -0.23
C -4.522844 4.889040 -2.835841 0.1 -0.2 0.1 -0.19
C -4.954221 5.201604 -1.551362 -0.1 0.2 0.1 -0.29
H -3.352361 2.767497 0.179511 0.0 0.1 0.0 0.22
H -2.597174 2.184408 -2.120416 -0.1 0.1 0.1 0.24
H -3.342543 3.557411 -4.042282 0.0 0.0 0.1 0.21
H -4.847068 5.491500 -3.677262 0.0 0.0 0.1 0.22
H -5.620701 6.037424 -1.374866 0.0 0.0 0.0 0.23
F 4.683838 -1.588498 -1.420225 -0.1 -0.1 0.0 -0.33
C 5.630827 -0.665324 -1.182244 0.5 0.5 0.1 0.39
C 5.727436 0.439740 -2.012267 -0.2 0.0 -0.1 -0.29
C 6.704594 1.397235 -1.762157 0.1 -0.2 0.3 -0.19
C 7.580109 1.233127 -0.691731 0.0 0.1 0.0 -0.23
C 7.476129 0.116538 0.131886 -0.1 0.1 -0.2 -0.19
C 6.492483 -0.835615 -0.111068 -0.1 -0.2 0.1 -0.29
H 5.042568 0.546165 -2.845221 0.0 0.0 0.1 0.23
H 6.784465 2.269823 -2.400658 0.0 -0.1 0.0 0.22
H 8.344667 1.978501 -0.500262 -0.1 -0.1 0.0 0.22
H 8.160867 -0.012192 0.962728 -0.1 0.0 -0.1 0.22
H 6.391328 -1.706959 0.525181 0.0 0.0 -0.1 0.23
```
Positions in Å, forces in eV/Å.